This record from OMol25 describes a molecular structure, C13H25F3NO4P2Pt. The level of theory is ωB97M-V with the def2-TZVPD basis set.

The HOMO energy (alpha / beta) is -0.29324 / -0.45895 hartree. Its expectation value of S² is 6.04. As for the total charge: +1. The energy above the lowest of the compared OMol25 structures with the same formula, charge and spin comes out at 163.9 kJ/mol. The calculated total energy is -53530.616 eV. The spin multiplicity is 5. Its strongest force on any atom is 0.0767 Eh/bohr.

```
49
Properties=species:S:1:pos:R:3:forces:R:3:mulliken_spin:R:1
C 1.98138 1.56847 -3.63923 -3.087 0.973 0.769 -0.072
C 1.11622 1.32618 -2.55295 -0.085 1.760 -3.526 0.238
N 1.51734 0.50570 -1.56892 -0.839 -0.595 2.832 0.429
C 2.75341 -0.06359 -1.59659 2.336 -0.941 -0.839 0.157
C 3.62770 0.17393 -2.64586 -0.914 -1.558 2.749 -0.007
C 3.23696 0.99361 -3.66949 0.545 1.211 -2.147 0.367
C -0.31936 1.86841 -2.50798 1.046 -0.342 0.637 -0.008
P -1.19272 1.56346 -0.94447 -0.715 1.671 -0.729 0.178
Pt 0.11206 0.01909 0.00032 0.436 -0.880 0.712 0.990
P 1.71299 -1.48439 0.63656 1.663 -0.576 -0.990 0.090
C 3.15533 -0.95760 -0.43821 -0.077 -0.088 0.896 0.015
O -1.63695 -0.81436 -4.51800 0.559 0.378 0.244 0.007
O 0.22244 -2.29768 -2.21176 -2.174 -1.205 -1.810 0.158
H 1.57840 2.23865 -4.44316 0.720 -0.736 0.765 -0.001
H 4.58111 -0.31240 -2.61945 0.405 -0.087 -0.084 -0.001
H 3.89844 1.21730 -4.49783 -0.018 -0.110 0.090 0.024
C -1.17258 3.11860 -0.06899 -0.126 0.279 0.488 0.040
C -2.90500 1.14349 -1.31606 -0.138 0.060 -0.182 -0.001
H 3.66605 -1.86866 -0.78648 -0.082 0.340 0.034 0.009
H 3.84943 -0.44170 0.25493 -0.221 -0.109 -0.332 0.019
H -0.93109 1.33328 -3.17891 -0.619 -0.743 -1.333 0.013
H -0.36604 2.89479 -2.81900 -0.013 0.646 0.053 0.004
C 2.10981 -1.45434 2.37353 0.239 -0.015 0.328 0.006
C 1.35584 -3.20890 0.20633 -0.069 -0.112 0.195 0.005
H -0.93797 -0.76240 -1.48171 -0.229 0.395 -0.003 0.681
H -0.62822 -2.82072 -2.34864 1.472 0.535 -0.448 0.017
H -0.97153 -0.93645 -3.82337 -0.090 -0.210 -0.123 -0.007
H -1.13118 -0.33417 -5.19128 -0.315 -0.194 -0.050 -0.001
H 0.77069 1.15925 1.04082 -0.094 -0.069 -0.274 0.375
H 0.03437 -2.02176 -1.32739 0.194 0.442 1.139 -0.029
H -1.67655 3.88045 -0.68167 0.133 -0.139 0.263 0.010
H -1.69036 2.96340 0.88956 0.186 0.247 -0.295 -0.005
H -0.12569 3.39911 0.10802 -0.321 0.047 -0.024 -0.008
H -3.39933 2.03003 -1.74567 0.080 -0.330 0.130 0.005
H -2.92804 0.31549 -2.04190 -0.074 0.287 0.219 -0.001
H -3.40152 0.85428 -0.37853 0.129 0.109 -0.339 0.007
H 2.22787 -3.83721 0.38900 0.005 0.011 0.339 0.009
H 0.49360 -3.52481 0.80273 0.197 -0.152 -0.016 0.003
H 1.12331 -3.31003 -0.85474 0.275 -0.111 0.414 0.013
H 2.87867 -2.20012 2.59930 -0.101 0.113 0.057 0.009
H 2.45980 -0.45550 2.64654 -0.043 -0.138 0.045 -0.002
H 1.18692 -1.68074 2.92014 0.208 0.023 -0.047 -0.004
F -3.77463 -1.42697 3.21077 1.308 0.480 0.151 0.000
C -2.51121 -0.96784 3.45642 -0.567 -0.136 0.809 0.004
F -2.57705 -0.08980 4.49632 0.106 -0.868 -1.132 0.001
F -1.75563 -2.02742 3.85532 -0.607 0.953 -0.411 0.001
C -1.92986 -0.26750 2.17020 -1.445 1.658 0.225 -0.009
O -2.42235 0.82365 1.82357 1.152 -2.331 0.571 0.063
O -0.98783 -0.93951 1.60276 -0.330 0.161 -0.021 0.211
```
Positions in Å, forces in eV/Å.


This record from OMol25 describes 2 unconnected molecules or ions with the total composition C13H25F7I2N3O5PSi2. The level of theory is ωB97M-V with the def2-TZVPD basis set.

The HOMO energy is -0.20989 hartree. The energy above the lowest of the compared OMol25 structures with the same formula, charge and spin comes out at 879.6 kJ/mol. The calculated total energy is -88847.839 eV. The spin multiplicity is 1. Its strongest force on any atom is 0.2538 Eh/bohr.

```
58
Properties=species:S:1:pos:R:3:forces:R:3:nbo_charge:R:1
C 1.11957 0.45784 -3.12048 -0.320 0.869 1.637 -0.673
C 1.06229 -0.98776 -2.27758 -0.621 2.120 -0.187 -0.438
I 2.98177 -0.97696 -1.12663 -1.117 -0.304 -0.660 0.183
C 0.94560 -2.30916 -3.19252 4.263 2.393 0.449 -0.335
I 1.36197 -1.76245 -5.31769 -0.425 -0.603 0.820 0.324
N -0.27773 -3.23600 -3.00027 1.742 0.212 2.722 -0.439
N -0.10128 -4.20155 -3.93909 0.273 -4.807 -1.996 -0.404
C 1.04002 -5.11705 -3.96270 1.970 -9.379 1.310 0.903
O 0.82446 -6.43640 -3.68655 1.239 9.594 -2.007 -0.432
F 2.46221 -4.86808 -4.39728 -5.276 0.604 1.460 -0.293
C -1.22691 -4.97630 -4.49007 -3.492 -1.923 -9.647 0.889
O -1.31858 -4.99245 -5.85377 0.965 -0.024 10.094 -0.411
F -2.27633 -5.77982 -3.82625 4.050 3.052 -0.906 -0.289
C -0.34114 -3.75644 -1.57089 2.393 -5.039 4.850 0.735
F -0.70261 -5.23098 -1.46436 1.078 4.931 -1.550 -0.275
F 1.02063 -3.80695 -0.90086 -4.225 0.814 -3.063 -0.277
C -1.32950 -3.19220 -0.46120 -3.328 0.008 6.937 0.903
F -1.73103 -1.81946 -0.32399 1.605 -4.456 -1.444 -0.265
F -0.67587 -3.49691 0.88176 -1.793 1.056 -4.818 -0.298
F -2.58752 -4.03008 -0.32307 4.288 3.107 -1.328 -0.294
P -1.77834 -2.34613 -3.50946 -8.857 6.228 -7.286 2.193
O -1.94658 -2.12055 -5.08125 1.790 -1.982 5.679 -0.954
O -3.27160 -3.08858 -3.01089 2.492 0.840 -0.511 -0.958
O -1.90496 -0.68629 -2.97152 -0.264 -3.084 0.370 -0.915
H 2.15733 0.65300 -3.62385 -2.185 -0.668 0.780 0.245
H 1.02573 1.28569 -2.26385 0.199 -1.842 -1.811 0.261
H 0.18982 0.62254 -3.81064 1.926 -0.562 1.157 0.246
H 0.25617 -0.80912 -1.46063 1.212 -0.699 -1.424 0.293
H 1.98533 -2.84669 -2.95322 -2.878 0.221 -0.394 0.347
H -3.93469 -3.15178 -3.77478 1.658 0.142 0.855 0.551
H -2.89174 -0.45470 -2.97749 1.633 -0.645 0.107 0.538
C -0.03218 0.85681 0.86014 0.029 -0.371 -0.081 -1.124
Si 0.38847 1.76912 2.46239 -0.784 2.295 -0.407 1.794
C 2.23780 1.59780 2.72246 0.255 -0.373 -0.039 -1.131
C -0.49919 0.87581 3.85189 0.002 -0.436 0.071 -1.130
N -0.11837 3.42689 2.29364 0.731 -0.904 1.183 -1.502
Si 0.11284 4.57157 3.58554 -0.567 -0.624 -1.774 1.785
C 1.91983 4.82986 4.01506 0.229 0.130 0.252 -1.128
C -0.81491 4.10520 5.14689 -0.095 0.089 0.323 -1.128
C -0.56410 6.24480 3.02125 0.090 -0.087 0.187 -1.113
H 0.27336 -0.19277 0.93590 0.016 -0.106 -0.019 0.197
H -1.10772 0.88722 0.66803 0.006 0.078 0.003 0.228
H 0.48996 1.30456 0.01070 0.000 0.112 0.017 0.212
H 2.54103 0.55351 2.59362 0.080 -0.054 0.012 0.213
H 2.53347 1.90021 3.72925 -0.007 0.036 -0.072 0.232
H 2.79290 2.20095 1.99776 -0.064 0.007 0.088 0.233
H -1.57879 1.04314 3.79845 0.098 0.046 0.023 0.235
H -0.14269 1.19843 4.83273 -0.059 0.022 -0.066 0.231
H -0.32209 -0.20219 3.77946 -0.028 -0.072 0.054 0.216
H 2.33368 3.97293 4.55314 0.023 0.041 -0.072 0.221
H 2.03096 5.70419 4.66332 0.036 0.030 0.013 0.223
H 2.51640 5.00088 3.11392 -0.058 -0.061 0.067 0.232
H -1.85402 3.84261 4.92097 0.142 -0.009 0.004 0.233
H -0.82661 4.94864 5.84379 -0.018 0.010 0.038 0.223
H -0.34576 3.26433 5.66117 -0.054 -0.019 -0.005 0.222
H -1.63021 6.17094 2.78273 0.115 0.000 -0.009 0.228
H -0.03133 6.59817 2.13298 -0.071 -0.047 0.049 0.227
H -0.43923 6.98814 3.81388 -0.043 0.089 -0.037 0.213
```
Positions in Å, forces in eV/Å.


This record from OMol25 describes a gas-phase ion, C13H25IN3O2 (charge +1). The level of theory is ωB97M-V with the def2-TZVPD basis set.

The HOMO energy is -0.37283 hartree. As for the structure (SMILES): C=CC[C@H]1NC(N)=[N+](COCCC)[C@@H]([C@@H](I)CC)O1. As for the total charge: +1. The energy above the lowest of the compared OMol25 structures with the same formula, charge and spin comes out at 356.2 kJ/mol. The calculated total energy is -30539.571 eV. The spin multiplicity is 1. Its strongest force on any atom is 0.0906 Eh/bohr.

```
44
Properties=species:S:1:pos:R:3:forces:R:3:nbo_charge:R:1
C 3.28033 1.30380 1.89218 0.131 0.037 -0.948 -0.539
C 4.02037 0.72460 0.80065 0.006 -0.111 0.452 -0.079
C 3.46134 0.37386 -0.62963 0.433 1.413 0.016 -0.493
C 1.86691 0.43639 -0.72161 2.435 0.134 -0.172 0.228
N 1.52941 0.93345 -2.08626 -4.514 -0.855 0.784 -0.555
C 0.14940 0.69107 -2.43389 2.112 -0.945 0.897 0.773
N -0.32867 1.49642 -3.43008 -0.297 -0.119 0.038 -0.899
N -0.60898 -0.33479 -1.83224 2.321 3.659 0.053 -0.430
C -2.05676 -0.01493 -1.71681 -1.779 -0.606 -1.762 0.072
O -2.36898 1.31846 -1.34576 0.873 -1.306 0.623 -0.521
C -2.10520 1.60449 0.03935 -0.746 0.979 1.358 -0.092
C -2.97670 0.76504 1.07203 -0.026 -0.310 0.241 -0.448
C -3.07684 1.57460 2.43797 0.351 0.031 -0.515 -0.618
C -0.01289 -0.91634 -0.60602 0.552 -3.030 1.352 0.197
C -0.40628 -2.46690 -0.45755 0.284 0.160 0.173 -0.305
I 0.19419 -3.54800 -2.28234 -0.391 0.488 0.528 0.111
C 0.36630 -3.17663 0.74058 -0.151 0.368 0.004 -0.444
C 0.36354 -2.35286 2.10443 0.071 -0.027 -0.088 -0.634
O 1.41765 -0.90227 -0.61571 -1.357 1.608 -0.430 -0.507
H 3.24317 2.43771 1.94714 -1.974 -1.349 -0.898 0.228
H 2.80384 0.66358 2.69732 2.408 1.058 0.202 0.229
H 5.12471 0.50492 0.97646 -1.784 -1.744 0.093 0.217
H 3.96037 0.95526 -1.47879 -0.809 -0.598 0.889 0.236
H 3.74953 -0.71133 -0.82413 -0.310 1.315 0.446 0.274
H 1.40964 1.15387 0.02142 0.502 -1.000 -0.347 0.197
H 1.75589 1.92548 -2.21987 0.090 -0.544 -0.470 0.421
H -0.55701 2.45624 -3.17664 0.148 -0.444 -0.401 0.439
H -0.48017 1.16189 -4.38079 -0.260 0.084 0.665 0.447
H -2.50330 -0.16545 -2.75227 0.556 0.329 1.355 0.230
H -2.52540 -0.81544 -1.07314 0.637 1.063 -0.373 0.214
H -0.98888 1.58997 0.28709 -1.295 -0.251 -0.329 0.157
H -2.41149 2.69080 0.19737 0.353 -1.342 -0.469 0.218
H -4.02657 0.56969 0.67506 1.363 0.470 0.231 0.231
H -2.54794 -0.27679 1.26166 -0.317 1.334 -0.189 0.191
H -2.05231 2.01981 2.66284 -1.294 -0.623 0.009 0.206
H -3.79722 2.43523 2.31290 0.765 -0.942 0.167 0.223
H -3.42764 0.92234 3.29095 0.494 0.774 -0.990 0.236
H -0.32736 -0.43786 0.36528 -0.152 0.007 -1.296 0.222
H -1.52993 -2.61331 -0.38843 1.438 0.318 0.005 0.234
H 1.44264 -3.33451 0.41196 -1.456 0.058 0.442 0.234
H -0.12993 -4.17665 0.90532 0.653 1.041 -0.328 0.238
H -0.44411 -1.55374 2.14509 0.940 -0.935 -0.055 0.194
H 0.16951 -3.04321 2.97710 0.340 0.793 -0.973 0.242
H 1.38183 -1.86800 2.22976 -1.347 -0.440 0.007 0.223
```
Positions in Å, forces in eV/Å.


This record from OMol25 describes 3 unconnected molecules or ions with the total composition C13H25IO9S. The level of theory is ωB97M-V with the def2-TZVPD basis set.

The HOMO energy is -0.34524 hartree. As for the structure (SMILES): O=S1(=O)C[C@H](CCCI)CCO1.COC(=O)OC.COC(=O)OC. The calculated total energy is -51249.911 eV. The spin multiplicity is 1. Its strongest force on any atom is 0.0092 Eh/bohr.

```
49
Properties=species:S:1:pos:R:3:forces:R:3:nbo_charge:R:1
O 0.18623 1.08509 -2.26739 0.253 -0.075 -0.082 -0.947
S -0.65517 1.52126 -1.19771 -0.207 -0.285 -0.313 2.405
O -1.89949 2.14043 -1.49637 -0.139 0.286 0.183 -0.919
C -0.89079 0.16185 -0.08960 0.378 -0.102 0.137 -0.688
C 0.48338 -0.32939 0.39084 -0.034 0.116 -0.073 -0.230
C 0.37513 -1.66945 1.12961 -0.087 0.126 -0.190 -0.391
C 0.55127 -2.86113 0.17543 -0.288 0.252 -0.061 -0.432
C -0.24936 -4.07643 0.61115 0.363 -0.079 -0.070 -0.489
I -0.51257 -5.44709 -1.01077 -0.041 -0.034 0.023 0.056
C 1.11309 0.81102 1.18565 -0.094 0.001 0.021 -0.418
C 1.39444 1.99112 0.27604 0.207 0.005 0.342 -0.083
O 0.15920 2.51891 -0.27698 0.002 0.097 0.109 -0.715
H -1.45377 -0.59920 -0.62402 -0.062 -0.041 -0.128 0.258
H -1.46584 0.52945 0.75826 -0.207 0.010 -0.036 0.239
H 1.09175 -0.46511 -0.50602 0.135 -0.167 0.000 0.226
H 1.11403 -1.69321 1.92831 0.007 -0.113 0.147 0.210
H -0.61606 -1.73667 1.58145 -0.007 0.029 0.236 0.201
H 1.60588 -3.10634 0.07015 0.090 -0.080 -0.051 0.215
H 0.21110 -2.55488 -0.81533 -0.059 0.006 -0.048 0.210
H 0.26908 -4.66033 1.36375 -0.066 0.034 0.178 0.217
H -1.23688 -3.80048 0.96188 -0.180 -0.096 -0.096 0.230
H 2.03394 0.49608 1.67636 0.144 -0.012 -0.123 0.225
H 0.43782 1.14727 1.97634 -0.057 -0.072 0.105 0.206
H 2.07784 1.71932 -0.52620 -0.055 0.039 -0.181 0.206
H 1.82680 2.81210 0.83982 -0.033 0.145 -0.080 0.210
C 6.39729 5.68877 0.82899 0.099 0.037 0.079 -0.255
O 5.34267 6.31169 0.09194 0.047 0.042 0.018 -0.492
C 4.56101 5.46190 -0.57010 -0.060 0.087 0.051 0.979
O 4.67468 4.26367 -0.57951 0.012 -0.134 0.008 -0.652
O 3.62889 6.16243 -1.20737 0.004 0.031 -0.063 -0.490
C 2.73643 5.36851 -1.99453 -0.213 -0.048 -0.096 -0.255
H 6.94184 6.49622 1.30819 -0.032 0.040 -0.020 0.197
H 5.99320 5.01576 1.58247 -0.010 -0.045 -0.030 0.190
H 7.05876 5.13957 0.16231 -0.029 -0.049 -0.008 0.193
H 2.21514 4.64434 -1.37166 0.032 -0.042 -0.006 0.192
H 3.27563 4.85305 -2.78636 0.041 -0.049 0.042 0.194
H 2.01761 6.05576 -2.42873 0.046 0.084 0.041 0.200
C -4.47508 -6.32200 0.47103 0.013 -0.154 0.001 -0.258
O -5.51481 -5.36193 0.25328 -0.018 -0.030 0.028 -0.490
C -5.07752 -4.11886 0.08089 -0.134 -0.102 -0.065 0.982
O -3.92539 -3.77254 0.09827 0.246 0.152 0.074 -0.659
O -6.12664 -3.32739 -0.12141 -0.027 0.030 0.005 -0.490
C -5.79473 -1.95287 -0.33721 -0.061 0.121 -0.028 -0.255
H -4.97443 -7.27868 0.58774 -0.054 0.023 -0.004 0.197
H -3.79784 -6.35499 -0.37975 0.035 0.053 0.018 0.201
H -3.91656 -6.08266 1.37380 0.034 0.038 -0.014 0.189
H -5.16944 -1.84323 -1.22077 0.047 -0.015 0.017 0.195
H -5.28282 -1.54160 0.53050 0.047 -0.017 -0.005 0.189
H -6.73890 -1.43907 -0.48665 -0.028 -0.044 0.005 0.199
```
Positions in Å, forces in eV/Å.